No. 1
Entry from the OMol25 dataset: a structure of composition C29H28ClN9O4PPtS (ωB97M-V/def2-TZVPD).

HOMO level (spin up / spin down): -16.127 / -16.536 eV
lowest unoccupied orbital energy (spin up / spin down): -7.3 / -11.1 eV
energy above the lowest of the compared OMol25 structures with the same formula, charge and spin: 83.3 kJ/mol

Structure (ORCA input):
```
! RIJCOSX wB97M-V def2-TZVPD def2/J DEFGRID3
* xyz 3 5
Pt 0.764 -0.381 0.323
N -5.231 -3.695 -4.582
C -4.033 -3.457 -4.075
C -3.504 -2.127 -4.081
C -2.262 -1.890 -3.563
C -1.525 -2.959 -3.031
C -2.021 -4.267 -2.999
C -3.262 -4.521 -3.513
S 0.136 -2.639 -2.465
O 0.622 -1.530 -3.246
O 0.872 -3.853 -2.441
N -0.058 -2.039 -0.927
C -0.214 -2.914 0.103
N 0.170 -2.403 1.287
C 0.065 -3.136 2.388
C -0.421 -4.428 2.333
C -0.808 -4.879 1.073
N -0.725 -4.130 -0.017
H -5.782 -2.956 -5.001
H -5.619 -4.631 -4.602
H -4.086 -1.325 -4.518
H -1.824 -0.901 -3.586
H -1.408 -5.059 -2.591
H -3.661 -5.528 -3.521
H 0.391 -2.675 3.313
H -0.502 -5.052 3.210
H -1.201 -5.880 0.938
Cl -2.010 -0.330 0.862
C -2.454 1.328 0.577
C -3.775 1.636 0.315
C -4.121 2.957 0.068
C -3.156 3.953 0.094
C -1.836 3.636 0.372
C -1.468 2.313 0.620
P 0.269 1.903 0.947
C 0.551 1.949 2.712
C -0.505 1.729 3.604
C -0.256 1.717 4.962
C 1.043 1.893 5.437
C 2.097 2.100 4.551
C 1.863 2.106 3.192
C 1.215 3.175 0.099
C 1.271 3.082 -1.297
C 1.892 4.075 -2.031
C 2.463 5.162 -1.377
C 2.404 5.257 0.007
C 1.788 4.264 0.754
H -4.523 0.855 0.310
H -5.151 3.203 -0.150
H -3.429 4.980 -0.102
H -1.087 4.416 0.404
H -1.514 1.599 3.235
H -1.073 1.577 5.657
H 1.239 1.857 6.500
H 3.101 2.236 4.929
H 2.684 2.232 2.495
H 0.795 2.242 -1.793
H 1.925 4.013 -3.111
H 2.947 5.942 -1.949
H 2.828 6.115 0.510
H 1.730 4.354 1.831
N 2.415 -0.035 -1.594
N 3.652 -0.599 -1.280
C 3.955 -0.923 -0.016
N 5.153 -1.376 0.288
N 2.956 -0.730 0.861
N 3.070 -0.956 2.203
O 2.025 -0.807 2.820
O 4.136 -1.261 2.698
H 1.933 -0.583 -2.312
H 2.548 0.915 -1.928
H 4.295 -0.820 -2.026
H 5.875 -1.497 -0.407
H 5.364 -1.600 1.249
*
```

***

No. 2
Entry from the OMol25 dataset: a cluster of 2 separate species, C6H10N2S in total (ωB97M-V/def2-TZVPD).

HOMO level: -8.694 eV
SMILES: C=C/N=C(/C)S.CC#N
lowest unoccupied orbital energy: 0.7 eV
energy above the lowest of the compared OMol25 structures with the same formula, charge and spin: 166.3 kJ/mol

Structure (ORCA input):
```
! RIJCOSX wB97M-V def2-TZVPD def2/J DEFGRID3
* xyz 0 1
C 2.241 0.072 -0.503
C -2.404 0.857 -0.089
C 2.324 1.333 -0.945
C 0.401 -1.307 0.389
C -1.411 1.787 -0.470
C -0.394 -1.575 1.546
N 1.285 -0.428 0.371
N -3.291 0.143 0.135
S -0.301 -2.189 -1.052
H 3.020 -0.663 -0.767
H 3.212 1.434 -1.487
H 1.647 2.014 -0.464
H -1.728 2.853 -0.009
H -1.645 1.983 -1.536
H -0.312 1.666 -0.364
H -0.606 -2.633 1.675
H -1.379 -1.051 1.447
H 0.114 -1.142 2.384
H -0.770 -3.154 -0.263
*
```

***

No. 3
Entry from the OMol25 dataset: the molecule C22H31NO (ωB97M-V/def2-TZVPD).

HOMO level: -8.144 eV
SMILES: O[C@@](C#CCCN1CCCCC1)(c1ccccc1)C1CCCCC1
lowest unoccupied orbital energy: 0.7 eV
energy above the lowest of the compared OMol25 structures with the same formula, charge and spin: 1959.8 kJ/mol

Structure (ORCA input):
```
! RIJCOSX wB97M-V def2-TZVPD def2/J DEFGRID3
* xyz 0 1
O -0.012 -0.813 3.368
H -0.593 -0.105 3.626
C 0.154 -0.526 1.819
C -1.029 -0.317 1.259
C -1.930 -0.036 0.735
C -3.327 0.145 0.230
H -3.609 -0.646 -0.340
H -4.068 0.119 0.795
C -3.182 1.368 -0.669
N -2.259 1.439 -1.693
C -1.779 2.490 -1.997
C -0.449 2.406 -2.983
C -0.837 2.020 -4.267
C -1.696 0.470 -3.892
C -2.653 0.738 -2.959
H -3.232 -0.219 -2.475
H -3.536 1.516 -3.295
H -0.885 -0.082 -3.315
H -2.059 -0.010 -4.914
H -0.226 1.678 -4.820
H -1.627 2.463 -4.779
H 0.153 1.828 -2.324
H -0.218 3.451 -3.158
H -1.476 3.081 -0.906
H -2.372 3.185 -2.647
H -3.029 2.230 0.015
H -4.190 1.846 -0.978
C 0.963 0.652 1.689
C 0.972 1.432 0.705
C 1.648 2.665 0.427
C 2.434 3.041 1.349
C 2.609 2.470 2.587
C 1.733 1.289 2.806
H 1.900 0.881 3.815
H 3.118 2.922 3.505
H 2.866 3.907 1.219
H 1.772 3.107 -0.702
H 0.193 1.040 -0.060
C 1.021 -1.746 1.326
C 0.183 -3.160 1.521
C 0.879 -4.031 0.861
C 2.240 -4.440 1.667
C 3.220 -3.050 1.430
C 2.479 -1.785 2.070
H 3.074 -1.075 1.877
H 2.215 -1.944 2.947
H 4.111 -3.016 1.833
H 3.319 -2.611 0.267
H 2.934 -5.222 0.840
H 2.239 -4.707 2.587
H 0.422 -5.108 0.807
H 1.144 -3.982 -0.352
H -0.783 -2.836 0.728
H -0.001 -3.100 2.529
H 1.063 -1.315 0.286
*
```

***

No. 4
Entry from the OMol25 dataset: the ion C5H12NO with charge -1 (ωB97M-V/def2-TZVPD).

HOMO level: -2.417 eV
SMILES: CCCCNC[O-]
lowest unoccupied orbital energy: 3.7 eV
energy above the lowest of the compared OMol25 structures with the same formula, charge and spin: 187.9 kJ/mol

Structure (ORCA input):
```
! RIJCOSX wB97M-V def2-TZVPD def2/J DEFGRID3
* xyz -1 1
C 0.023 -0.714 0.068
N 0.094 -0.743 -1.410
C 0.746 -2.118 -1.879
O 0.442 -3.190 -1.175
C 0.765 0.467 0.656
C -0.129 1.712 0.535
C -1.317 1.676 1.455
H -0.976 -0.714 0.590
H 0.696 -1.587 0.346
H -0.729 -0.662 -1.823
H 0.422 -2.171 -2.931
H 1.950 -1.999 -1.870
H 1.731 0.584 0.119
H 1.022 0.109 1.692
H 0.440 2.708 0.903
H -0.266 1.883 -0.611
H -2.062 1.027 1.297
H -1.801 2.591 1.719
H -1.050 1.143 2.321
*
```

***

No. 5
Entry from the OMol25 dataset: the molecule C2H2N4OS (ωB97M-V/def2-TZVPD).

HOMO level: -10.315 eV
SMILES: [H]/N=c1/nnnc(S)o1
lowest unoccupied orbital energy: -1.8 eV
energy above the lowest of the compared OMol25 structures with the same formula, charge and spin: 327.0 kJ/mol

Structure (ORCA input):
```
! RIJCOSX wB97M-V def2-TZVPD def2/J DEFGRID3
* xyz 0 1
C 0.868 -0.400 0.210
C -1.207 0.733 -0.325
H 3.033 -1.701 0.493
H -1.375 1.307 -2.149
N 0.336 -1.004 1.172
N -0.837 -0.460 1.649
N -1.671 0.261 0.894
N -2.042 1.144 -1.284
O 0.361 0.951 -0.306
S 2.534 -0.832 -0.354
*
```

***

No. 6
Entry from the OMol25 dataset: the molecule C2H3N3O3 (ωB97M-V/def2-TZVPD).

HOMO level: -9.024 eV
SMILES: Oc1nnc(O)n1O
lowest unoccupied orbital energy: -0.2 eV
energy above the lowest of the compared OMol25 structures with the same formula, charge and spin: 351.8 kJ/mol

Structure (ORCA input):
```
! RIJCOSX wB97M-V def2-TZVPD def2/J DEFGRID3
* xyz 0 1
C -0.913 -0.630 -0.003
C 0.333 1.079 -0.240
H -2.005 -2.126 0.900
H 1.409 2.883 0.150
H 1.323 -1.883 -0.144
N -1.656 0.336 -0.580
N -0.832 1.513 -0.567
N 0.287 -0.188 0.077
O -1.035 -1.862 0.318
O 1.565 1.782 -0.113
O 1.525 -0.905 0.202
*
```